Density functional theory data (ωB97M-V with the def2-TZVPD basis set) for 3 unconnected molecules or ions with the total composition CH9N3O2.

Structure (ORCA input):
```
! wB97M-V def2-TZVPD RIJCOSX def2/J DEFGRID3
* xyz 0 1
N -2.367 0.117 0.923
C -1.384 -0.413 0.323
N -1.128 -0.248 -1.039
N -0.455 -1.262 0.929
H -2.891 0.713 0.297
H -1.257 0.695 -1.393
H -0.257 -0.607 -1.390
H -0.305 -2.078 0.366
H -0.518 -1.560 1.885
O 1.665 0.775 -1.840
H 1.387 1.076 -0.950
H 2.597 0.756 -1.719
O 1.774 0.686 0.865
H 0.964 0.233 1.111
H 2.175 1.117 1.632
*
```

Summary:
HOMO energy   -9.4 eV
Relative energy (zero: lowest compared OMol25 entry of this formula, charge and spin)   0.358 eV
SMILES   N=C(N)N.O.O
Orbital gap   10.1 eV

***

Density functional theory data (ωB97M-V with the def2-TZVPD basis set) for a gas-phase ion, C27H40NO5 (charge -1).

Structure (ORCA input):
```
! wB97M-V def2-TZVPD RIJCOSX def2/J DEFGRID3
* xyz -1 1
C 3.903 -2.348 -0.363
C 2.661 -1.764 -1.014
O 1.516 -1.874 -0.102
C 0.231 -1.495 -0.403
O -0.389 -1.899 -1.369
C -0.306 -0.496 0.591
C 0.432 0.704 -0.609
N 1.546 1.187 -0.067
C 1.357 2.395 0.537
O 0.297 3.001 0.747
O 2.584 2.862 0.945
C 2.676 4.200 1.495
C 1.766 4.349 2.697
C 2.304 5.201 0.414
C 4.149 4.337 1.884
C 0.550 0.512 -2.159
C -0.510 0.009 -2.945
C -0.325 -0.372 -4.265
C 0.960 -0.246 -4.841
C 2.010 0.274 -4.073
C 1.780 0.739 -2.783
C 0.408 -0.983 1.903
C 0.205 -2.519 2.280
C -1.208 -3.127 2.144
C -1.708 -3.686 0.797
C -3.216 -3.974 0.617
C -4.144 -2.739 0.654
C -4.109 -1.851 -0.609
C -4.370 -0.336 -0.380
C -3.204 0.587 -0.823
C -2.453 1.135 0.332
C -1.689 -0.038 1.046
O -2.216 -0.477 2.066
H 4.714 -2.344 -1.108
H 4.226 -1.717 0.473
H 3.759 -3.379 -0.016
H 2.826 -0.692 -1.145
H 2.426 -2.246 -1.975
H -0.622 1.083 -0.463
H 1.997 3.593 3.462
H 1.906 5.337 3.153
H 0.722 4.256 2.377
H 2.933 5.030 -0.473
H 1.249 5.052 0.146
H 2.452 6.233 0.765
H 4.789 4.182 1.004
H 4.374 5.326 2.296
H 4.424 3.594 2.647
H -1.498 -0.155 -2.486
H -1.199 -0.759 -4.828
H 1.124 -0.596 -5.859
H 3.044 0.374 -4.488
H 2.603 1.167 -2.185
H 1.472 -0.727 1.734
H 0.056 -0.398 2.769
H 0.470 -2.621 3.357
H 0.951 -3.081 1.695
H -1.887 -2.337 2.503
H -1.311 -3.962 2.872
H -1.157 -4.625 0.572
H -1.448 -3.012 -0.028
H -3.563 -4.703 1.361
H -3.329 -4.457 -0.367
H -3.916 -2.142 1.547
H -5.184 -3.082 0.766
H -4.910 -2.195 -1.294
H -3.159 -2.019 -1.151
H -4.552 -0.153 0.692
H -5.280 -0.039 -0.943
H -3.590 1.381 -1.473
H -2.488 0.015 -1.398
H -3.176 1.595 1.020
H -1.739 1.952 0.124
*
```

Summary:
HOMO energy   -4.4 eV
SMILES   CCOC(=O)[C@]1([C@@H](/N=C(\[O-])OC(C)(C)C)c2ccccc2)CCCCCCCCCCC1=O
Orbital gap   7.4 eV

***

Density functional theory data (ωB97M-V with the def2-TZVPD basis set) for a molecular structure, C48H64BN12.

Structure (ORCA input):
```
! wB97M-V def2-TZVPD RIJCOSX def2/J DEFGRID3
* xyz -1 1
B 0.394 -0.425 -0.303
H 0.425 -0.435 -1.532
H -0.447 0.372 0.184
H 0.352 -1.758 0.008
H 1.530 0.079 0.151
N 0.797 -0.862 3.145
C 2.099 -1.093 3.709
C 1.868 -1.234 5.187
C 0.405 -1.028 5.417
C -0.325 -0.748 4.090
H 0.619 -0.802 2.108
H 3.080 -1.106 3.006
H 2.764 -1.431 5.879
H -0.176 -1.086 6.254
H -1.407 -0.835 3.860
N -1.664 -2.843 -1.027
C -1.623 -4.110 -0.916
C -2.995 -4.685 -1.219
C -3.800 -3.529 -1.863
C -2.890 -2.249 -1.582
H -0.885 -2.096 -0.854
H -0.682 -4.567 -0.656
H -3.226 -5.869 -1.443
H -4.837 -3.399 -2.086
H -2.953 -1.053 -1.858
N -2.957 2.260 -2.477
C -2.776 1.120 -3.167
C -3.885 0.972 -4.151
C -4.788 2.319 -3.994
C -4.005 3.100 -2.921
H -1.997 2.618 -1.959
H -2.105 0.198 -2.976
H -3.813 0.113 -4.726
H -5.767 2.376 -4.380
H -4.069 4.329 -2.385
N -4.543 1.398 -0.097
C -3.901 0.255 0.444
C -4.799 -0.197 1.573
C -5.959 0.835 1.673
C -5.765 1.818 0.503
H -3.932 2.073 -0.720
H -2.845 -0.197 0.090
H -4.465 -0.827 2.294
H -6.806 0.780 2.586
H -6.287 2.912 0.304
N 0.679 -0.090 -6.454
C -0.577 -0.363 -7.229
C -1.498 -0.667 -6.078
C -0.820 -0.687 -4.773
C 0.599 -0.296 -5.104
H 1.555 0.182 -6.682
H -0.641 -0.281 -8.275
H -2.557 -0.966 -6.207
H -1.109 -0.843 -3.713
H 1.327 -0.035 -4.520
N 3.866 -5.374 -0.216
C 3.659 -4.020 -0.410
C 2.340 -3.723 -1.282
C 1.771 -5.251 -1.454
C 2.829 -6.166 -0.864
H 4.484 -5.918 0.227
H 4.227 -3.212 -0.125
H 1.977 -3.000 -1.686
H 0.925 -5.676 -1.849
H 3.078 -7.174 -0.863
N 1.076 -5.064 1.739
C 0.802 -3.847 2.442
C -0.087 -4.327 3.592
C -0.251 -5.780 3.403
C 0.380 -6.167 2.167
H 1.482 -5.187 0.968
H 1.269 -2.965 2.115
H -0.389 -3.753 4.392
H -0.729 -6.498 4.183
H 0.393 -6.928 1.433
N -0.033 4.399 -1.824
C -0.738 5.387 -2.485
C -1.898 5.810 -1.661
C -1.912 4.916 -0.451
C -0.613 4.018 -0.685
H 0.860 4.140 -2.064
H -0.363 5.587 -3.569
H -2.660 6.321 -2.094
H -2.519 4.790 0.520
H -0.205 3.061 -0.120
N 1.773 1.962 4.161
C 1.529 2.611 3.001
C 2.195 4.006 3.150
C 2.646 4.204 4.544
C 2.308 2.843 5.223
H 1.582 1.011 4.212
H 1.053 2.111 2.254
H 2.080 4.716 2.333
H 3.269 5.074 4.959
H 2.562 2.558 6.207
N 1.981 2.032 -2.060
C 3.025 2.817 -1.629
C 3.433 3.662 -2.849
C 2.481 3.242 -4.031
C 1.724 2.155 -3.377
H 1.666 1.349 -1.453
H 3.429 2.816 -0.635
H 4.189 4.206 -2.924
H 2.403 3.334 -5.080
H 1.181 1.351 -4.055
N 5.775 -1.645 0.006
C 4.966 -1.430 1.089
C 5.576 -1.853 2.378
C 6.883 -2.269 2.050
C 6.951 -2.230 0.497
H 5.739 -1.515 -0.985
H 3.899 -1.073 0.954
H 5.079 -1.848 3.334
H 7.690 -2.643 2.830
H 7.928 -2.298 -0.218
N -3.365 2.756 2.177
C -2.038 2.607 2.553
C -1.642 3.827 3.440
C -2.872 4.666 3.414
C -3.902 3.848 2.810
H -3.685 2.133 1.433
H -1.498 1.650 2.394
H -0.789 3.873 3.895
H -3.097 5.613 3.824
H -5.046 3.956 2.555
*
```

Summary:
HOMO energy   -5.1 eV
Relative energy (zero: lowest compared OMol25 entry of this formula, charge and spin)   6.684 eV
Orbital gap   7.3 eV

***

Density functional theory data (ωB97M-V with the def2-TZVPD basis set) for C14H14N2O in the gas phase.

Structure (ORCA input):
```
! wB97M-V def2-TZVPD RIJCOSX def2/J DEFGRID3
* xyz 0 1
C 1.427 3.269 -1.962
N 0.573 2.099 -1.629
C 0.235 1.086 -2.632
O 0.285 1.204 -3.868
C -0.386 -0.275 -2.123
N 0.169 -0.618 -0.740
C -0.120 -1.732 0.009
C -0.188 -1.304 1.315
C 0.109 0.028 1.405
C 0.011 0.963 2.501
C 0.208 2.274 2.192
C 0.587 2.660 0.869
C 0.623 1.751 -0.271
C 0.373 0.417 0.137
C -0.643 -2.417 2.154
C -1.143 -3.491 1.087
C -0.653 -3.125 -0.415
H 1.878 3.247 -2.942
H 2.205 3.375 -1.143
H 0.824 4.107 -2.210
H -1.439 -0.170 -2.055
H -0.043 -1.111 -2.862
H -0.158 0.686 3.452
H 0.362 2.997 3.037
H 0.721 3.693 0.581
H 0.032 -2.735 2.964
H -1.491 -1.982 2.628
H -2.192 -3.562 1.244
H -0.906 -4.565 1.271
H -1.378 -3.010 -1.286
H 0.117 -3.762 -0.708
*
```

Summary:
HOMO energy   -7.4 eV
Relative energy (zero: lowest compared OMol25 entry of this formula, charge and spin)   2.781 eV
SMILES   CN1C(=O)Cn2c3c(c4cccc1c42)CCC3
Orbital gap   8.2 eV

***

Density functional theory data (ωB97M-V with the def2-TZVPD basis set) for 3 unconnected molecules or ions with the total composition C18H39ClN3O12P2S.

Structure (ORCA input):
```
! wB97M-V def2-TZVPD RIJCOSX def2/J DEFGRID3
* xyz 1 1
C 4.918 1.919 1.388
C 4.603 0.782 0.411
C 3.206 0.930 -0.258
C 2.242 -0.134 0.264
C 2.111 -0.054 1.794
C 0.872 -0.302 -0.502
Cl 0.252 -1.851 0.071
N 1.256 -0.431 -1.927
C 0.837 0.451 -2.725
P 1.211 0.354 -4.544
N 1.791 -0.998 -5.042
C 0.058 1.542 -2.017
O -1.062 1.874 -2.754
C 1.019 2.764 -2.076
N 0.385 3.933 -1.483
C -0.210 0.818 -0.641
C -1.664 0.232 -0.680
P -2.155 -0.869 -2.045
O -1.061 -1.608 -2.690
O -2.997 -0.023 -3.087
O -3.254 -1.817 -1.387
S -0.312 1.899 0.844
C -1.642 3.064 0.665
O 0.920 2.624 1.002
O -0.698 1.049 1.934
H 5.385 2.742 0.852
H 5.600 1.611 2.175
H 4.023 2.323 1.856
H 5.343 0.833 -0.385
H 4.718 -0.198 0.867
H 2.864 1.936 -0.038
H 3.379 0.849 -1.332
H 2.739 -1.087 0.071
H 1.180 -0.461 2.166
H 2.905 -0.657 2.230
H 2.262 0.954 2.159
H 1.824 -1.237 -2.174
H 2.031 1.473 -4.772
H -0.036 0.653 -5.110
H 1.914 -1.716 -4.342
H -1.460 2.664 -2.369
H 1.169 2.963 -3.136
H 2.003 2.573 -1.662
H 0.394 4.714 -2.125
H 0.900 4.234 -0.667
H -1.802 -0.318 0.247
H -2.422 1.012 -0.658
H -3.917 -0.313 -3.107
H -2.915 -2.721 -1.410
H -2.552 2.553 0.971
H -1.415 3.826 1.404
H -1.761 3.461 -0.333
C -6.164 3.779 4.971
O -4.989 3.398 4.244
C -4.232 2.497 4.869
O -4.455 2.007 5.941
O -3.179 2.232 4.092
C -2.263 1.269 4.636
H -6.678 4.507 4.353
H -6.807 2.918 5.137
H -5.894 4.231 5.923
H -2.757 0.311 4.786
H -1.845 1.622 5.577
H -1.487 1.178 3.883
C 1.215 -8.561 -0.162
O 1.271 -7.731 -1.329
C 0.659 -6.564 -1.205
O 0.088 -6.157 -0.225
O 0.784 -5.896 -2.355
C 0.149 -4.621 -2.339
H 1.752 -9.470 -0.414
H 1.699 -8.070 0.679
H 0.184 -8.800 0.088
H 0.579 -3.996 -1.558
H -0.922 -4.727 -2.173
H 0.316 -4.170 -3.313
*
```

Summary:
HOMO energy   -12.5 eV
Orbital gap   8.1 eV